Entry 1:
C20H25F6HoN2O4S2 | the ωB97M-V functional and the def2-TZVPD basis

The geometry in XYZ format:
```
60
Properties=species:S:1:pos:R:3:lowdin_spin:R:1
Ho -0.302 -0.127 0.225 4.03
C 2.472 -1.205 2.514 0.00
C 2.220 -0.424 1.245 0.00
C 2.050 0.978 1.356 0.00
C 2.192 1.602 2.720 0.00
C 1.849 1.754 0.200 0.00
C 1.777 3.254 0.228 0.00
C 1.813 1.124 -1.062 0.00
C 1.589 1.956 -2.298 0.00
C 2.123 -0.241 -1.184 0.00
C 2.405 -0.797 -2.560 0.00
C 2.295 -1.031 -0.027 0.00
C 2.674 -2.482 -0.189 0.00
H 1.569 -1.311 3.123 0.00
H 3.202 -0.687 3.134 0.00
H 2.866 -2.197 2.327 0.00
H 3.251 1.634 2.990 0.00
H 1.684 1.024 3.489 0.00
H 1.810 2.614 2.767 0.00
H 0.819 3.623 -0.141 0.00
H 2.542 3.660 -0.435 0.00
H 1.944 3.674 1.212 0.00
H 2.524 2.434 -2.603 0.00
H 0.866 2.749 -2.122 0.00
H 1.239 1.360 -3.136 0.00
H 1.504 -0.942 -3.163 0.00
H 2.930 -1.744 -2.517 0.00
H 3.035 -0.097 -3.107 0.00
H 3.742 -2.559 -0.408 0.00
H 2.142 -2.954 -1.014 0.00
H 2.496 -3.075 0.702 0.00
N -0.392 -2.558 0.862 0.00
C -1.110 -2.961 -0.344 0.00
C -2.186 -3.826 -0.298 0.00
C -2.866 -4.130 -1.469 0.00
C -2.473 -3.572 -2.680 0.00
C -1.384 -2.717 -2.725 0.00
C -0.700 -2.421 -1.556 0.00
H -0.979 -2.743 1.670 0.00
H 0.425 -3.149 0.973 0.00
H -2.493 -4.268 0.645 0.00
H -3.705 -4.816 -1.434 0.00
H -3.007 -3.815 -3.590 0.00
H -1.059 -2.297 -3.670 0.00
H 0.199 -1.815 -1.617 0.00
F -2.422 2.365 3.043 0.00
C -1.482 2.550 2.166 0.00
F -0.597 1.481 2.233 0.00
F -0.803 3.642 2.385 0.00
S -2.146 2.578 0.426 0.00
O -1.030 1.847 -0.245 0.00
O -2.380 3.916 0.053 0.00
N -3.418 1.645 0.471 0.00
S -3.083 0.126 0.326 0.00
O -2.185 -0.364 1.410 0.00
O -2.440 -0.257 -0.931 0.00
C -4.750 -0.687 0.497 0.00
F -5.226 -0.363 1.672 0.00
F -4.525 -1.977 0.404 0.00
F -5.500 -0.250 -0.478 0.00
```

Calculated values
Total charge: +2
HOMO (spin up / spin down) (hartree): -0.571 / -0.571
Spin multiplicity: 5
Gap between HOMO and LUMO (spin up / spin down) (eV): 8.874 / 9.032
<S²>: 6.004

Entry 2:
C20H25N3O | the ωB97M-V functional and the def2-TZVPD basis

The geometry in XYZ format:
```
49
Properties=species:S:1:pos:R:3:mulliken_charge:R:1
O 1.353 2.321 0.992 -0.73
C 0.523 2.121 0.122 0.12
N -0.801 2.328 0.336 -0.02
H -1.459 2.168 -0.410 0.36
C -1.309 2.868 1.575 -0.73
H -1.428 3.958 1.491 0.32
C -2.653 2.240 1.951 -1.41
C -2.549 0.751 2.127 0.52
C -3.064 -0.118 1.175 -0.16
C -2.965 -1.489 1.342 -0.62
C -2.342 -2.007 2.463 -0.35
C -1.817 -1.148 3.414 -0.78
C -1.921 0.220 3.247 -0.09
H -1.516 0.886 3.995 0.41
H -1.329 -1.547 4.292 0.42
H -2.266 -3.076 2.596 0.42
H -3.379 -2.151 0.595 0.40
H -3.557 0.278 0.298 0.35
H -2.991 2.699 2.883 0.43
H -3.386 2.472 1.174 0.39
H -0.552 2.665 2.337 0.39
C 0.843 1.707 -1.272 0.97
C 0.300 2.510 -2.269 -0.41
C 0.602 2.310 -3.606 -0.84
C 1.480 1.282 -3.896 -0.51
N 1.996 0.492 -2.983 -0.54
C 1.714 0.656 -1.680 0.38
N 2.321 -0.245 -0.870 0.09
C 3.095 -1.302 -1.490 -1.01
H 3.619 -0.883 -2.349 0.42
C 2.229 -2.474 -1.956 -0.55
H 2.891 -3.264 -2.318 0.42
H 1.618 -2.137 -2.795 0.28
C 1.314 -3.038 -0.867 -0.97
H 1.901 -3.323 0.008 0.34
H 0.853 -3.948 -1.260 0.43
C 0.204 -2.064 -0.456 -0.71
C 0.585 -1.116 0.683 1.23
H -0.176 -0.337 0.751 -0.90
C 1.974 -0.483 0.510 -2.03
H 2.037 0.444 1.081 0.54
H 2.730 -1.160 0.912 0.52
H 0.575 -1.657 1.631 0.59
H -0.675 -2.626 -0.134 0.57
H -0.090 -1.480 -1.331 0.22
H 3.832 -1.647 -0.760 0.49
H 1.787 1.069 -4.913 0.40
H 0.188 2.938 -4.378 0.42
H -0.342 3.335 -1.989 0.52
```

Calculated values
HOMO (hartree): -0.284
Spin multiplicity: 1
Gap between HOMO and LUMO (eV): 8.415
Structure (SMILES): O=C(NCCc1ccccc1)c1cccnc1N1CCCCCC1

Entry 3:
C20H25N3O3PbS2 | the ωB97M-V functional and the def2-TZVPD basis

The geometry in XYZ format:
```
54
Properties=species:S:1:pos:R:3:mulliken_charge:R:1
C -6.094 3.572 -2.314 -1.41
C -6.145 4.214 -3.634 1.08
H -7.024 3.692 -1.785 0.54
H -5.403 4.117 -1.677 0.34
C -5.117 4.268 -4.476 0.79
C -3.937 3.348 -4.069 -0.63
H -3.329 3.846 -3.251 0.30
H -3.269 3.299 -4.994 0.31
C -7.372 5.015 -3.847 -1.79
H -8.161 4.763 -3.126 0.42
H -7.725 4.802 -4.866 0.35
H -7.159 6.089 -3.741 0.30
C -5.150 5.262 -5.597 -1.73
H -5.239 6.308 -5.269 0.32
H -6.005 5.109 -6.271 0.35
H -4.263 5.219 -6.211 0.40
Pb -0.251 1.305 0.299 1.23
O -2.912 1.687 -1.227 -0.50
C -3.207 1.377 -2.374 -0.03
O -0.523 0.214 -1.632 -0.55
C -1.172 -0.064 -2.663 0.44
O -0.604 -0.872 -3.523 -0.32
N -2.430 0.351 -3.027 0.31
C -1.572 -1.189 -4.578 -0.40
C -2.691 -0.208 -4.378 -0.51
H -1.898 -2.224 -4.447 0.27
H -1.058 -1.103 -5.541 0.34
H -3.653 -0.716 -4.424 0.41
H -2.625 0.594 -5.139 0.26
C -4.361 2.030 -3.222 0.65
C -5.694 2.148 -2.420 -0.98
H -4.579 1.211 -3.903 0.18
H -5.719 1.745 -1.390 0.34
H -6.404 1.550 -3.023 0.44
C 3.385 1.105 -1.306 -1.08
C 3.186 0.293 -0.076 0.49
N 2.020 0.132 0.523 -0.11
C 2.099 -0.802 1.556 0.10
C 3.376 -1.297 1.756 -0.53
S 4.484 -0.628 0.617 -0.06
C 0.885 -1.211 2.180 0.03
C 0.669 -2.150 3.162 -0.36
S -1.036 -2.368 3.470 -0.07
C -1.377 -1.184 2.255 0.69
N -0.304 -0.668 1.675 -0.17
C -2.760 -0.812 1.864 -1.06
H 3.525 2.171 -1.051 0.30
H 4.318 0.738 -1.775 0.40
H 2.549 0.977 -2.020 0.22
H 3.655 -2.007 2.513 0.41
H 1.447 -2.687 3.700 0.41
H -3.326 -1.746 1.753 0.39
H -3.208 -0.234 2.686 0.34
H -2.810 -0.241 0.925 0.13
```

Calculated values
Total charge: +2
HOMO (hartree): -0.465
Spin multiplicity: 1
Gap between HOMO and LUMO (eV): 6.359

Please write out number 2 again, unchanged.
C20H25N3O | the ωB97M-V functional and the def2-TZVPD basis

The geometry in XYZ format:
```
49
Properties=species:S:1:pos:R:3:mulliken_charge:R:1
O 1.353 2.321 0.992 -0.73
C 0.523 2.121 0.122 0.12
N -0.801 2.328 0.336 -0.02
H -1.459 2.168 -0.410 0.36
C -1.309 2.868 1.575 -0.73
H -1.428 3.958 1.491 0.32
C -2.653 2.240 1.951 -1.41
C -2.549 0.751 2.127 0.52
C -3.064 -0.118 1.175 -0.16
C -2.965 -1.489 1.342 -0.62
C -2.342 -2.007 2.463 -0.35
C -1.817 -1.148 3.414 -0.78
C -1.921 0.220 3.247 -0.09
H -1.516 0.886 3.995 0.41
H -1.329 -1.547 4.292 0.42
H -2.266 -3.076 2.596 0.42
H -3.379 -2.151 0.595 0.40
H -3.557 0.278 0.298 0.35
H -2.991 2.699 2.883 0.43
H -3.386 2.472 1.174 0.39
H -0.552 2.665 2.337 0.39
C 0.843 1.707 -1.272 0.97
C 0.300 2.510 -2.269 -0.41
C 0.602 2.310 -3.606 -0.84
C 1.480 1.282 -3.896 -0.51
N 1.996 0.492 -2.983 -0.54
C 1.714 0.656 -1.680 0.38
N 2.321 -0.245 -0.870 0.09
C 3.095 -1.302 -1.490 -1.01
H 3.619 -0.883 -2.349 0.42
C 2.229 -2.474 -1.956 -0.55
H 2.891 -3.264 -2.318 0.42
H 1.618 -2.137 -2.795 0.28
C 1.314 -3.038 -0.867 -0.97
H 1.901 -3.323 0.008 0.34
H 0.853 -3.948 -1.260 0.43
C 0.204 -2.064 -0.456 -0.71
C 0.585 -1.116 0.683 1.23
H -0.176 -0.337 0.751 -0.90
C 1.974 -0.483 0.510 -2.03
H 2.037 0.444 1.081 0.54
H 2.730 -1.160 0.912 0.52
H 0.575 -1.657 1.631 0.59
H -0.675 -2.626 -0.134 0.57
H -0.090 -1.480 -1.331 0.22
H 3.832 -1.647 -0.760 0.49
H 1.787 1.069 -4.913 0.40
H 0.188 2.938 -4.378 0.42
H -0.342 3.335 -1.989 0.52
```

Calculated values
HOMO (hartree): -0.284
Spin multiplicity: 1
Gap between HOMO and LUMO (eV): 8.415
Structure (SMILES): O=C(NCCc1ccccc1)c1cccnc1N1CCCCCC1